Below is a structure of composition C36H33BiBrN6S2, with properties calculated with wB97M-V/def2-TZVPD.

Calculated values
gap between HOMO and LUMO	0.1970	Eh
multiplicity	1
net charge	+3
E_LUMO	-9.63	eV
highest occupied orbital energy	-14.988	eV

Element x y z (Å)
Bi -0.01818 -0.11492 -0.17582
N 0.66584 2.63174 -0.97423
C -0.23329 3.71027 -1.49656
C -0.79328 4.58417 -0.37484
C -2.01964 4.07503 0.38083
C -1.85657 2.71516 1.04696
N -1.91860 1.59035 0.05714
H 1.28172 3.11066 -0.32036
H 1.28723 2.35480 -1.73378
H -1.03096 3.25754 -2.09294
H 0.33000 4.33809 -2.18701
H -1.05347 5.54858 -0.81237
H 0.01358 4.79984 0.33615
H -2.88546 4.04179 -0.28896
H -2.27297 4.80548 1.15010
H -2.64296 2.55392 1.78313
H -0.90736 2.66692 1.57896
H -1.85935 2.00350 -0.87115
H -2.83976 1.16409 0.09165
Br 3.57987 2.53931 5.81128
C 2.37116 1.67490 4.68192
C 1.66997 0.56120 5.13870
C 0.78026 -0.09427 4.30794
C 0.58844 0.36926 3.00922
C 1.29052 1.47860 2.55878
C 2.17915 2.13980 3.38595
N -0.32876 -0.25024 2.09985
C -1.32018 -0.95524 2.50134
C -2.28866 -1.56080 1.58954
C -3.38426 -2.25299 2.07049
C -4.30056 -2.76684 1.15463
C -4.08279 -2.56934 -0.19613
C -2.95079 -1.86852 -0.60132
N -2.07685 -1.37474 0.27264
H 1.83135 0.20088 6.14549
H 0.28146 -0.97706 4.68717
H 1.11172 1.86916 1.56052
H 2.71842 3.00960 3.03457
H -1.50002 -1.07890 3.56586
H -3.52450 -2.38736 3.13544
H -5.16898 -3.31267 1.49966
H -4.76786 -2.95240 -0.94015
H -2.74361 -1.71131 -1.65429
S 4.54564 3.64040 0.35306
C 6.02572 4.49391 0.36909
C 7.09051 3.65328 0.28831
C 6.70562 2.29057 0.21311
C 5.34976 2.11510 0.23584
C 4.60134 0.86404 0.18148
C 3.20066 0.88639 0.14315
N 2.42649 -0.18615 0.11518
C 3.00752 -1.41061 0.11540
C 4.40336 -1.54586 0.14338
C 4.98822 -2.85862 0.14586
C 4.21070 -3.95644 0.12496
C 2.77776 -3.84586 0.09290
C 1.95575 -4.97754 0.07371
C 0.57970 -4.84705 0.03922
C 0.07840 -3.53546 0.02107
N 0.82620 -2.43843 0.04282
C 2.17715 -2.57939 0.08128
C -0.32703 -5.99118 0.01589
C 0.00171 -7.31726 -0.05706
C -1.12858 -8.17216 -0.06421
C -2.30024 -7.48712 0.00371
S -2.04270 -5.79976 0.07631
C 5.18941 -0.38810 0.17794
H 6.02786 5.57054 0.43503
H 8.11553 3.99277 0.28057
H 7.42012 1.48267 0.13836
H 2.70069 1.83978 0.15367
H 6.06728 -2.94283 0.16623
H 4.64878 -4.94627 0.13021
H 2.41726 -5.95679 0.08966
H -0.99046 -3.39462 -0.02703
H 1.01527 -7.68914 -0.11256
H -1.07126 -9.24896 -0.11980
H -3.30390 -7.88236 0.01357
H 6.26682 -0.49161 0.21116

Below is a structure of composition C36H33BrGdN9O8Si, with properties calculated with wB97M-V/def2-TZVPD.

Calculated values
gap between HOMO and LUMO (spin up / spin down)	0.2501 / 0.2374	Eh
expectation value of S²	16.054
multiplicity	8
net charge	-2
E_LUMO (spin up / spin down)	3.83 / 3.81	eV
highest occupied orbital energy (spin up / spin down)	-2.979 / -2.652	eV

Element x y z (Å)
Gd -0.16317 -0.39141 -0.17731
O -2.83648 -4.89191 3.69185
C -2.25899 -4.16899 2.68405
C -0.93881 -4.36965 2.31050
C -0.41797 -3.59460 1.29330
N -1.13660 -2.65381 0.67868
C -2.41838 -2.49292 1.01937
C -3.02749 -3.23537 2.01229
C -3.22171 -1.48572 0.18327
O -4.43975 -1.43746 0.37878
O -2.53656 -0.83845 -0.66705
C 1.00500 -3.85012 0.77322
O 1.63597 -4.77784 1.30339
O 1.33456 -3.10513 -0.18632
H -2.15451 -5.45523 4.07047
H -0.29807 -5.11258 2.77234
H -4.07034 -3.06418 2.24020
N -0.32816 3.16386 -2.12279
C -1.00991 2.33867 -2.91221
N -1.81263 2.90449 -3.83351
C -2.48022 2.04406 -4.57758
N -3.30320 2.56102 -5.55079
N -2.42113 0.71672 -4.49147
C -1.59461 0.26597 -3.54545
N -0.84708 1.00321 -2.74033
C -1.51850 -1.22291 -3.42002
C -2.37789 -2.01141 -4.17324
C -2.32758 -3.38539 -4.02240
C -1.40560 -3.92234 -3.14457
C -0.57633 -3.06105 -2.44119
N -0.63248 -1.73415 -2.56488
H -0.56254 4.13674 -2.16003
H 0.14524 2.76397 -1.32766
H -3.58339 3.51366 -5.39464
H -4.01981 1.92852 -5.86215
H -3.07423 -1.53006 -4.84117
H -3.00415 -4.02374 -4.57927
H -1.33074 -4.99001 -2.98312
H 0.15887 -3.42806 -1.73652
N 2.39290 -0.86585 -1.15004
C 2.76643 -0.16269 -2.27269
C 2.99049 -0.82199 -3.48613
C 3.27709 -0.11122 -4.64054
C 3.35634 1.27503 -4.60875
C 3.14231 1.93140 -3.40095
C 2.84978 1.24197 -2.22962
C 2.62926 1.97004 -0.94437
C 3.58672 2.91791 -0.56681
C 3.42820 3.67249 0.58600
C 2.29372 3.47340 1.36395
C 1.35508 2.52413 0.98261
C 1.48432 1.73615 -0.16262
H 2.54873 -0.46607 -0.22742
H 2.46348 -1.87537 -1.14504
H 2.91863 -1.90429 -3.50897
H 3.43583 -0.64428 -5.57189
H 3.56175 1.83837 -5.51142
H 3.17717 3.01528 -3.36617
H 4.47034 3.04915 -1.18354
H 4.18023 4.39689 0.87676
H 2.15170 4.04191 2.27730
H 0.49119 2.39051 1.62481
Br -3.23548 2.06673 6.61351
C -3.07156 2.55534 4.78264
C -3.54302 3.79211 4.37403
N -3.46292 4.20077 3.10957
C -2.89845 3.37277 2.22652
C -2.40454 2.11834 2.55569
C -2.49371 1.69465 3.87189
C -1.76344 1.22658 1.51191
O -1.41848 0.07707 1.87914
O -1.59105 1.70234 0.36837
H -4.00008 4.46956 5.08666
H -2.83061 3.71231 1.20027
H -2.11684 0.71497 4.13847
C 3.92945 -0.04270 2.73403
Si 2.11948 -0.56277 2.93592
C 2.11702 -2.21611 3.84937
C 1.36461 0.67232 4.16108
O 1.37608 -0.59220 1.53676
H 4.44870 0.04933 3.69620
H 3.97888 0.92802 2.22281
H 4.47377 -0.77260 2.12188
H 2.79943 -2.19756 4.70810
H 2.41539 -3.03470 3.18369
H 1.10982 -2.44290 4.22003
H 1.83313 0.61254 5.15061
H 0.29313 0.46709 4.27774
H 1.46901 1.69945 3.79258

Below is a structure of composition C36H33GeInN5O, with properties calculated with wB97M-V/def2-TZVPD.

Calculated values
gap between HOMO and LUMO (spin up / spin down)	0.2091 / 0.1802	Eh
expectation value of S²	0.855
multiplicity	2
net charge	+2
E_LUMO (spin up / spin down)	-6.94 / -7.73	eV
highest occupied orbital energy (spin up / spin down)	-12.636 / -12.638	eV

Element x y z (Å)
In -0.00075 -0.98227 0.55026
C 4.55257 1.90890 -0.91182
C 3.74241 2.07216 0.20450
C 3.09861 0.98809 0.75614
C 3.29745 -0.30012 0.22841
C 4.16366 -0.46398 -0.86834
C 4.75847 0.63969 -1.43855
N 2.53847 -1.31708 0.71780
C 2.96209 -2.54068 0.96660
C 4.32087 -2.88568 1.22099
C 4.65259 -4.14012 1.64739
C 3.66521 -5.12239 1.85889
C 2.34867 -4.84628 1.60422
C 1.97889 -3.58571 1.09386
N 0.74437 -3.32363 0.63138
N -0.03052 -4.27887 0.33965
C -1.29900 -4.01813 -0.08476
C -2.08769 -5.12075 -0.44935
C -3.37564 -4.89474 -0.89536
C -3.83922 -3.58661 -0.96891
C -2.98702 -2.55478 -0.59226
N -1.75561 -2.75618 -0.15342
H 5.02735 2.76430 -1.36459
H 3.62116 3.05103 0.63990
H 2.50154 1.07195 1.65404
H 4.30521 -1.45019 -1.28844
H 5.38754 0.51418 -2.30428
H 5.06973 -2.11367 1.12881
H 5.68512 -4.37976 1.84765
H 3.95693 -6.10013 2.20723
H 1.57260 -5.58185 1.75543
H -1.66661 -6.11101 -0.37425
H -4.01100 -5.71776 -1.18339
H -4.83665 -3.36981 -1.31732
H -3.30295 -1.51929 -0.64715
C -3.03669 -1.39797 3.03184
C -1.64401 -1.26767 3.57013
N -1.50016 -1.11845 4.88115
O -0.64756 -1.29187 2.83479
H -3.78565 -1.22382 3.79814
H -3.15641 -2.40570 2.63488
H -3.17542 -0.69761 2.20684
H -2.27708 -1.11393 5.51992
H -0.57047 -1.06047 5.27148
C 0.10729 2.63179 1.87233
Ge -0.56928 1.76182 0.19949
C -2.55047 1.71332 0.16338
C -3.30896 2.01034 1.29280
C -4.69158 2.03655 1.21395
C -5.32607 1.76666 0.01111
C -4.57443 1.45900 -1.11484
C -3.19265 1.43034 -1.03783
C 0.34728 2.02258 -1.55117
C 1.01637 1.01044 -2.19082
C 1.62088 1.21977 -3.43686
C 1.53723 2.44395 -4.04416
C 0.87293 3.51594 -3.41550
C 0.79669 4.79703 -4.00686
C 0.16408 5.82889 -3.36797
C -0.42867 5.62501 -2.11203
C -0.38094 4.39238 -1.51904
C 0.26872 3.30874 -2.14212
H -0.53509 3.47545 2.12161
H 1.12282 2.99555 1.74366
H 0.08606 1.91866 2.69376
H -2.82125 2.24489 2.23258
H -5.27425 2.28466 2.09035
H -6.40284 1.80957 -0.04725
H -5.06152 1.25847 -2.05695
H -2.59980 1.20957 -1.91903
H 1.08080 0.02205 -1.73979
H 2.14391 0.40416 -3.91106
H 1.98176 2.59948 -5.01587
H 1.25247 4.94600 -4.97420
H 0.11852 6.80474 -3.82573
H -0.91755 6.44989 -1.61751
H -0.84787 4.23093 -0.54859

Asked for energy above the lowest of the compared OMol25 structures with the same formula, charge and spin across the records above, the calculation gives 0.0, 0.0, 28.1 kcal/mol in order.
Asked for strongest force on any atom across the records above, the calculation gives 0.3, 0.9, 2.8 eV/A in order.